1.
220
Properties=species:S:1:pos:R:3 method="wB97M-V/def2-TZVPD" spin_multiplicity=1 lumo_energy_ev=-2.449 mol_weight_g_mol=2131.2 total_energy_ev=-333871.9111
F -4.412 5.389 9.829
O 2.286 5.553 6.046
H -4.641 -2.396 9.466
F 0.895 -5.111 5.854
H 6.452 1.265 3.259
O -0.795 0.512 -9.766
H 0.916 -8.524 -3.240
H -5.824 -7.995 4.810
N 1.415 -7.191 -5.648
O -1.658 2.675 -10.507
H -4.619 -2.796 11.774
N 6.066 0.677 -10.588
N 1.431 -6.793 4.557
O -7.676 6.351 12.937
H 1.966 -9.870 -3.586
N 6.313 3.199 2.348
H -0.795 0.348 -0.335
H -4.191 -7.509 0.027
O -5.080 4.722 12.103
H 5.065 9.716 -3.724
H -6.098 0.088 13.094
H 0.800 1.959 -0.021
N 4.141 1.354 -1.612
C -4.042 -1.743 10.101
O 9.063 2.370 1.601
H 0.191 0.061 1.108
H 6.290 1.158 -8.537
C 8.175 5.151 5.415
F -0.827 1.081 -12.045
C -0.617 0.663 0.693
O 2.099 -4.511 3.870
C 5.539 0.725 -9.198
C 1.374 -9.085 -4.055
O 3.164 -0.580 -2.967
H 4.782 8.173 -2.781
H 5.758 -1.521 -8.908
C 7.375 0.990 -10.850
H -1.436 3.873 -2.055
H -6.324 -9.261 -1.389
S 0.991 -5.410 4.255
S -4.775 5.951 11.292
C -1.901 0.631 1.487
F 1.876 1.449 5.291
H -4.555 -6.773 4.958
O -9.682 6.051 2.286
H 1.141 8.555 -8.261
C -5.522 -6.082 2.802
F -7.298 8.432 11.830
H -2.089 -1.551 9.146
H -5.127 -5.261 3.400
C -2.518 -1.917 10.078
N 4.070 8.259 -4.855
C 6.252 0.687 -12.734
H 2.637 6.857 -8.546
N 7.515 0.934 -12.257
H 6.005 8.248 -5.671
N -9.181 4.024 0.685
H 4.169 -0.942 -9.384
F 1.694 6.010 3.728
H 10.548 2.805 0.195
F 1.774 -8.661 3.128
C -0.820 1.488 -3.345
H 0.562 -9.550 -4.614
H -4.500 -5.440 0.964
C -2.758 1.366 3.547
H 5.932 2.786 1.509
C -0.306 -1.504 10.999
N -6.774 -3.553 -3.408
O -3.664 1.896 -8.886
H 10.293 1.161 0.130
F -6.985 3.100 -0.118
H -5.702 -1.651 11.288
O 3.305 -7.044 2.655
H 1.868 5.870 -7.260
H 4.658 7.739 -8.123
H -0.879 2.139 -4.217
O -0.242 2.258 -2.296
H -6.718 0.247 15.564
O -3.562 -0.620 -8.944
H 0.307 2.465 1.439
H 8.815 4.386 3.093
C 0.076 -5.418 -5.944
H -4.144 -8.438 4.647
N -4.726 -1.840 11.467
H -2.177 -0.423 1.467
H 8.488 0.475 2.351
H 9.178 2.375 -0.404
H -2.147 2.343 -1.324
H -0.136 0.715 -3.695
C -0.460 -5.580 -8.388
H -5.994 -4.736 1.102
F -5.134 0.792 -10.255
H -3.388 2.024 2.948
C -5.472 -0.704 13.505
C 6.997 4.554 2.010
C 7.134 2.056 2.947
O -1.707 -1.213 10.971
O -6.854 4.552 1.802
H 0.064 -1.226 10.012
H -0.174 4.181 -0.040
C -5.492 -5.670 1.352
H -0.536 -6.414 -9.085
H 8.449 0.610 -14.028
C 8.661 1.007 -13.035
C 0.786 -6.128 -5.002
H 9.022 4.465 5.369
C -4.260 -0.898 12.595
H -4.285 -0.721 9.810
F 4.356 -0.969 -1.147
H 1.301 -7.836 -7.712
C 2.841 7.852 -5.354
S -7.701 3.470 1.291
N -2.852 0.549 -11.145
H 9.491 0.581 -12.471
H 7.623 1.120 0.962
O 5.572 -0.348 -2.986
F -11.276 4.476 1.572
S 4.344 0.044 -2.353
C -5.201 -7.917 0.065
H 0.262 7.994 -6.920
H 4.298 0.275 -11.729
C -4.868 -7.660 4.407
H -6.523 -6.252 3.200
O -5.378 -4.354 -5.627
H 6.077 0.624 -13.798
O -9.683 3.797 3.244
H 7.666 4.938 6.354
H 0.952 -6.105 -3.935
H -2.425 -2.971 10.337
F -7.371 -5.443 -4.895
H 8.398 6.040 2.888
O -7.790 2.170 2.002
C 0.854 7.630 -7.760
H 0.122 -0.903 11.801
H 6.238 5.315 1.834
S 4.731 2.330 -2.889
H 2.677 -8.711 -5.822
O 1.131 2.826 6.924
N 0.258 -6.035 -7.140
O -5.548 7.723 13.276
O 3.614 2.629 6.432
O 1.066 -6.940 1.786
H 1.884 7.849 -4.853
C 2.140 6.877 -7.577
C 4.317 7.810 -7.100
N 3.089 7.499 -6.658
S -3.658 0.649 -9.663
H -0.545 -4.556 -5.752
O -0.343 -5.159 3.782
F -6.116 -1.709 -2.131
H -1.441 -5.168 -8.154
H -7.062 -6.792 0.613
C -0.747 3.256 -0.099
S 1.478 5.002 5.026
C 4.966 8.067 -5.903
H -1.551 3.371 0.628
C 2.140 -8.191 -5.029
H -5.504 -7.875 -2.139
C 5.085 -0.665 -8.863
H -5.166 -10.805 -3.034
O -4.855 -7.318 3.070
H -2.635 1.189 0.905
H -4.674 -9.344 -3.894
H 7.564 4.562 1.079
S -9.735 4.616 2.045
C -5.426 -8.644 -1.370
O -4.778 -0.308 14.675
H 4.640 1.340 -9.168
F 4.015 3.640 -2.479
H 8.023 1.369 -10.074
S -6.550 7.131 12.396
O -7.556 -3.338 -6.047
H 8.715 6.090 5.535
H -3.314 -1.292 12.967
H -0.020 -2.531 11.227
O -4.449 -2.617 -3.298
C -4.448 -9.985 -3.042
N -5.975 6.720 10.812
H -6.109 -1.583 13.608
O 4.215 2.008 -4.244
O -3.496 6.734 11.575
C -1.254 2.931 -1.538
H -4.067 0.030 12.056
H 8.617 2.074 -13.257
N 2.066 3.729 4.452
H -5.192 -8.589 0.923
H 0.168 -4.830 -8.868
H -2.522 1.954 4.434
C 5.355 0.496 -11.718
H 2.940 -7.625 -4.552
O 7.268 5.032 4.296
S -6.657 -3.963 -5.049
O -1.553 1.075 2.776
H -5.284 0.385 16.599
O 6.073 2.792 -2.741
S 1.884 -7.148 2.924
H 4.894 -0.565 -7.794
S -1.626 1.257 -10.674
H 5.583 3.336 3.032
S 2.204 2.906 6.016
C 9.784 2.071 0.450
H -6.058 -6.098 -0.521
C 4.439 8.836 -3.575
H -1.792 1.022 -3.180
H -3.293 0.502 3.940
O -4.251 -9.468 -1.732
N -0.011 2.058 0.572
H 7.705 2.540 3.740
H 3.512 9.249 -3.177
H 0.282 6.939 -8.379
C 1.022 -7.150 -6.927
H -5.465 1.497 15.367
H -3.542 -10.585 -3.138
C 8.115 1.392 1.896
C 7.957 5.057 3.057
N -6.104 -6.645 0.327
O 0.007 5.028 5.219
S -5.833 -2.346 -3.593
O -6.245 -1.193 -4.356
C -5.646 0.442 15.572


2.
165
Properties=species:S:1:pos:R:3 method="wB97M-V/def2-TZVPD" spin_multiplicity=1 lumo_energy_ev=0.249 mol_weight_g_mol=1092.6 smiles="CC1(C)CCCC(C)(C)N1O.CC1(C)CCCC(C)(C)N1O.CC1(C)CCCC(C)(C)N1O.CCOS(C)(=O)=O.CCOS(C)(=O)=O.CCOS(C)(=O)=O.CCOS(C)(=O)=O.CCOS(C)(=O)=O" total_energy_ev=-140620.4586 relative_energy_kcal_mol=0.0
C -3.660 2.947 -5.173
H -1.931 3.244 3.718
O -1.332 -6.594 3.675
H 7.612 1.997 1.030
H 7.274 6.581 -2.211
H 0.666 -2.427 5.397
H -2.142 -5.287 -0.236
H 4.728 2.735 -6.785
O -1.258 -1.174 3.332
H -3.146 -2.534 4.423
H -0.354 -0.545 -2.042
S 3.435 2.496 -4.334
C 4.281 -2.007 2.517
H 8.306 5.351 -1.938
C -0.760 1.727 -6.094
H 6.126 -0.727 4.219
H -2.329 -1.813 5.806
C 1.767 -3.850 3.459
H 0.141 1.098 -5.957
C 4.129 1.854 -6.717
O -5.155 -0.271 -0.231
H -1.098 -1.866 3.993
H -6.109 1.136 1.694
H -3.959 2.943 5.195
H -1.783 -3.539 2.255
H -3.286 -3.893 1.342
C 1.768 -2.231 5.381
H -1.925 -2.737 0.728
C -3.155 -0.357 4.417
H 5.828 4.910 -2.196
H -1.907 1.042 -2.894
H -1.228 1.961 1.480
H -3.656 -1.252 2.431
H -1.146 1.571 -7.131
H 3.921 0.052 3.869
H -4.544 0.573 -2.973
C 3.632 -0.779 4.548
N -1.794 -0.050 4.116
H 4.324 -4.530 3.519
H -1.166 -8.560 1.348
H -1.571 -0.753 -6.082
C -1.495 -4.825 0.523
H -1.126 3.853 -3.968
H -7.673 1.617 0.960
O 2.297 3.277 -3.921
H -7.129 0.016 -0.830
O -3.386 -6.075 2.385
H -4.717 0.598 5.456
O 1.128 -1.849 0.802
C -0.386 -0.932 -1.016
H 0.611 0.542 2.931
H 1.207 -4.974 5.811
C 2.121 -1.011 4.532
C 1.813 2.077 -0.231
O -5.986 -2.332 -1.409
H 0.750 1.787 -0.273
H 2.025 2.449 -1.250
C -6.594 -0.027 0.063
H -0.474 -0.477 -4.687
H 1.487 -0.268 5.063
H -2.910 1.797 1.762
H 1.406 -2.984 2.883
H 4.603 -2.970 2.110
H -1.611 3.247 -2.386
H -4.084 2.114 3.742
N 3.878 -3.158 4.762
H -0.576 -0.034 -0.453
H 4.168 0.234 -4.068
H 7.392 1.145 -0.631
H -0.308 1.560 -3.507
S 1.206 -1.557 -0.604
C -1.541 -0.392 -5.025
H 2.868 0.768 -8.026
O -3.671 0.934 -6.397
C -4.131 -0.590 3.197
H -1.384 2.498 5.177
H 1.739 -1.029 3.530
O 4.772 3.049 -4.329
C -1.735 3.121 -3.460
H 5.909 -1.929 5.579
C 2.450 -3.463 4.794
C -1.796 1.208 -5.004
H -2.720 -8.728 2.224
C 4.405 -1.925 4.065
O -1.068 -5.821 1.423
H -6.187 2.122 0.150
H 4.678 0.929 -6.510
C -1.388 1.642 -3.654
O 4.874 3.396 0.845
C 5.873 -1.782 4.474
C -6.641 1.373 0.723
H -4.410 0.366 2.684
C 3.411 1.662 -8.020
C 2.245 -4.657 5.752
H 0.907 -4.558 3.520
H -5.503 2.141 -4.418
H 0.246 2.336 2.863
S -4.995 -1.317 -1.544
S 5.714 2.806 -0.206
C -3.162 3.782 -6.344
O 3.113 2.107 -5.820
C -2.109 -8.126 1.589
H -3.354 4.588 -3.746
C -3.189 3.469 -3.806
C -5.321 -0.206 -2.892
H -5.414 -0.728 -3.909
O 6.731 3.848 -0.644
H 5.614 5.634 -0.638
O -3.587 -1.626 -1.544
H -5.719 3.765 -5.054
H -2.135 4.075 -6.125
H 3.518 0.768 0.142
C -5.208 2.783 -5.235
C -3.178 -1.727 5.127
C -3.466 2.150 4.668
H 6.511 -2.458 3.901
C 3.432 0.928 -3.579
H 1.959 2.823 0.511
H 4.067 -0.555 5.540
C -1.933 1.320 1.971
H -4.984 -1.159 3.519
C 2.425 0.717 0.089
H -2.679 -7.986 0.670
H -4.144 -1.951 5.647
H 2.939 -5.471 5.380
H -3.156 0.690 6.274
H -3.729 4.719 -6.463
H -3.807 3.093 -2.977
H 7.877 6.385 -0.573
H -0.379 2.711 -5.838
N -3.186 1.505 -5.189
H -5.463 2.451 -6.246
H 3.354 -1.771 2.123
H 0.453 1.509 4.375
O 1.669 -2.496 -1.594
C -1.464 1.208 3.461
C 0.085 1.428 3.410
H -0.665 -4.457 -0.018
O 2.121 -0.308 -0.936
H 2.115 -2.176 6.419
H 4.049 1.718 -8.864
H 3.666 1.029 -2.523
H 2.599 -4.235 6.671
C 6.902 1.554 0.310
O 4.993 2.259 -1.376
H 6.413 0.672 0.650
H -4.457 0.427 -6.101
C -3.656 0.759 5.323
C 7.520 5.926 -1.475
H -6.986 -0.789 0.807
C -2.204 -3.638 1.262
H -6.346 0.198 -2.765
H -3.155 3.365 -7.352
O 4.597 -4.286 4.384
H 2.668 2.461 -8.260
H 2.466 -4.286 2.736
H 2.417 0.495 -3.580
H -2.023 0.342 1.403
S -2.017 -6.553 2.436
H -2.185 -1.008 -4.418
C -2.018 2.361 4.306
H 5.029 -1.326 2.042
H 2.024 0.330 1.068
C 6.316 5.119 -1.245
H -1.259 -1.592 -0.939